(1)
{"formula": "C4H6N2O2", "method": "wB97M-V/def2-TZVPD", "orbital_gap_ev": 10.0, "lumo_ev": 0.7, "spin_multiplicity": 1, "smiles": "COc1onnc1C", "energy_ev": -11317.1030, "elements": ["C", "C", "C", "C", "H", "H", "H", "H", "H", "H", "N", "N", "O", "O"], "positions_angstrom": [[2.16838, -0.51066, 0.35731], [-0.07086, -0.46848, -0.40784], [-1.25272, 0.16000, -0.09110], [-1.26675, 1.62029, -0.06573], [2.92042, 0.18725, 0.61878], [1.57988, -0.98817, 1.18272], [2.59869, -1.37541, -0.28014], [-1.09189, 1.77129, -1.19506], [-0.41730, 2.11643, 0.37047], [-2.26938, 2.06350, 0.25811], [-1.63703, -1.96235, -0.00408], [-2.12598, -0.85231, 0.23976], [1.19055, 0.00966, -0.53912], [-0.32599, -1.77104, -0.44409]], "atomic_forces_ev_per_a": [[-1.2540, -4.1778, -1.3352], [-0.3445, -0.0412, 0.5386], [2.3731, -1.1806, 1.1333], [-2.3144, 1.2272, -2.3562], [0.3005, 0.8715, 0.2514], [1.1327, 0.6071, -0.1476], [0.0177, 1.1956, 1.5474], [-0.7119, 0.8428, 1.5282], [0.1970, -0.1706, 0.7171], [1.5564, -0.4991, -0.5066], [0.3251, -0.8986, -0.0622], [-0.8304, 1.9370, -0.5563], [-1.6946, 1.0106, -0.8120], [1.2472, -0.7238, 0.0602]]}

***

(2)
{"formula": "C4H6N2O2", "method": "wB97M-V/def2-TZVPD", "orbital_gap_ev": 9.6, "lumo_ev": 0.8, "spin_multiplicity": 1, "smiles": "C[C@@]1(C=O)N=CON1", "energy_ev": -11316.8795, "elements": ["C", "C", "C", "C", "N", "N", "O", "O", "H", "H", "H", "H", "H", "H"], "positions_angstrom": [[-1.76652, -0.88627, 1.27443], [-0.93069, 1.26424, -1.15540], [-0.62876, 0.35542, -0.00349], [1.03509, -0.05162, -0.47462], [-1.43621, -0.80656, 0.07445], [-0.64724, 0.90560, 1.31220], [-0.98400, 2.45805, -1.12022], [-1.36314, 0.02744, 2.13809], [-2.30798, -1.71566, 1.75547], [-1.00919, 0.58211, -2.15700], [1.25935, 0.81922, -1.17555], [0.86790, -1.03024, -0.92708], [1.45506, -0.01493, 0.53338], [0.29432, 1.00947, 1.69304]], "atomic_forces_ev_per_a": [[-1.1521, -2.3141, 1.2918], [-0.6873, -1.1668, -1.5217], [2.9189, -0.4892, -1.0688], [-3.6556, 1.8444, 0.1911], [-0.1872, -0.5736, -1.1533], [1.0055, 2.6156, 0.2952], [0.0195, -0.2190, -0.2247], [0.1568, 0.0201, 0.5174], [0.0326, 0.5408, -0.4728], [0.0210, 1.5664, 1.6550], [0.6179, -1.5962, 0.9875], [0.7589, 0.2159, -0.0138], [0.7106, -0.2847, -0.7001], [-0.5595, -0.1595, 0.2174]]}

***

(3)
{"formula": "C4H6N2O2", "method": "wB97M-V/def2-TZVPD", "orbital_gap_ev": 10.6, "lumo_ev": 0.0, "spin_multiplicity": 1, "smiles": "C=NO[C@@H](C#N)OC", "energy_ev": -11313.7114, "elements": ["C", "C", "C", "C", "H", "H", "H", "H", "H", "H", "N", "N", "O", "O"], "positions_angstrom": [[-2.27783, -1.35958, -0.10319], [-0.17329, 0.05527, 0.46537], [3.17458, 0.09211, -0.20253], [-0.94986, 1.27728, 0.18573], [-2.98898, -0.49689, -0.72733], [-2.31116, -2.31942, -0.76143], [-2.59505, -1.72836, 0.94066], [0.12341, -0.07546, 1.60526], [4.22479, -0.26044, -0.37735], [3.25166, 1.25952, -0.61352], [2.11950, -0.64998, 0.25739], [-1.99812, 1.92626, -0.14724], [-0.88962, -0.99196, -0.19224], [0.99014, 0.27904, -0.17147]], "atomic_forces_ev_per_a": [[-1.0403, 0.0932, -1.7610], [-0.8233, -0.6488, 1.9453], [-1.2495, 0.0579, 0.0351], [-9.9153, 5.4310, -2.3930], [1.8532, -2.3803, 2.4060], [-0.0046, 1.7772, 1.0562], [0.2623, 1.2544, -1.4449], [-1.4295, -0.1447, -1.9083], [-1.2810, -0.7473, 1.1128], [-1.4991, -3.1190, 1.1070], [2.9404, 4.9752, -3.2107], [8.9924, -5.0205, 2.8340], [0.6593, -0.4358, 0.5189], [2.5351, -1.0924, -0.2974]]}

***

(4)
{"formula": "C4H6N2O2", "method": "wB97M-V/def2-TZVPD", "orbital_gap_ev": 9.7, "lumo_ev": 0.3, "spin_multiplicity": 1, "energy_ev": -11313.5004, "elements": ["C", "C", "C", "C", "H", "H", "H", "H", "H", "H", "N", "N", "O", "O"], "positions_angstrom": [[0.06979, -0.97478, 0.97339], [-0.32491, 0.28889, 0.26252], [-0.61996, 1.50706, -1.88184], [0.06806, 2.28434, -0.70152], [1.37359, -3.47748, 0.07349], [-0.33986, -0.80120, 2.13466], [-1.79951, 1.55888, -1.89419], [-0.11293, 1.80388, -2.94530], [1.05685, 2.81638, -0.69997], [-0.57945, 2.67323, 0.10555], [0.65587, -1.89495, 0.35740], [0.09921, 0.71215, -0.97370], [1.11862, -2.87925, 1.12026], [-1.12389, 1.01334, 0.83282]], "atomic_forces_ev_per_a": [[-1.6488, 2.6058, 2.3710], [-3.1694, -0.0425, 0.5093], [-0.8193, 3.9981, -1.2637], [0.2370, 0.0642, -2.1927], [-0.5662, 1.6103, 5.6194], [1.5951, -1.2376, -2.9122], [2.4838, -0.3684, 0.2185], [-1.2856, -1.5979, 2.5802], [-0.9026, -0.9655, -0.9064], [0.5735, -0.7126, -1.0036], [-0.3476, 2.3239, -0.2990], [3.1108, 0.9662, 0.4114], [1.4938, -4.7427, -5.2080], [-0.7545, -1.9013, 2.0757]]}

***

(5)
{"formula": "C4H6N2O2", "method": "wB97M-V/def2-TZVPD", "orbital_gap_ev": 10.6, "lumo_ev": -0.3, "spin_multiplicity": 1, "smiles": "N#CC(N)=O.CC=O", "energy_ev": -11318.4925, "elements": ["C", "C", "O", "H", "H", "H", "H", "C", "N", "C", "O", "N", "H", "H"], "positions_angstrom": [[-2.20040, -0.53055, -0.19159], [-0.90682, -0.34577, 0.51304], [-0.63119, 0.68556, 1.15041], [-0.30607, -1.24972, 0.68078], [-2.03030, -1.06212, -1.12541], [-2.67777, 0.42391, -0.40147], [-2.85147, -1.14488, 0.43333], [2.22608, 0.32350, -0.26705], [1.88073, 0.94593, 0.82405], [0.74860, 0.05166, -1.25492], [3.19592, -0.16106, -0.74670], [0.20678, 0.03399, -2.27498], [2.62503, 1.07167, 1.49899], [0.72089, 0.95786, 1.16155]], "atomic_forces_ev_per_a": [[0.1350, 0.1978, -0.3598], [-0.7280, 0.6604, 1.7694], [-0.7121, -0.7982, -0.9522], [0.2974, 0.1146, -0.3476], [-0.0135, -0.0734, -0.0111], [0.0308, -0.0019, 0.0950], [0.0369, -0.0265, 0.1044], [-1.8678, -1.3933, -1.3629], [-1.9295, 0.4245, 1.2536], [2.4988, 0.7857, 0.2435], [0.0861, 0.4708, 0.1132], [-0.3603, -0.1883, 0.3617], [-0.0514, 0.0538, -0.1078], [2.5776, -0.2261, -0.7994]]}

***

(6)
{"formula": "C4H6N2O2", "method": "wB97M-V/def2-TZVPD", "orbital_gap_ev": 10.6, "lumo_ev": 0.2, "spin_multiplicity": 1, "smiles": "O=[N+]([O-])[C@@H]1C=NCC1", "energy_ev": -11316.3281, "elements": ["C", "C", "C", "C", "N", "N", "O", "O", "H", "H", "H", "H", "H", "H"], "positions_angstrom": [[-0.01258, 1.28907, 0.36728], [-0.47220, -0.92637, -0.40423], [-1.60028, -0.22854, 0.38179], [0.62300, 0.27269, -0.53787], [-1.14562, 1.03375, 0.81091], [1.90948, -0.12439, 0.06082], [2.88083, -0.22026, -0.62849], [1.93089, -0.20309, 1.28540], [0.58373, 2.17173, 0.44627], [-0.12095, -1.83899, 0.24646], [-0.73360, -1.26216, -1.53563], [-2.53203, 0.05894, -0.23227], [-2.03868, -0.78888, 1.21809], [0.72801, 0.76650, -1.47853]], "atomic_forces_ev_per_a": [[0.9872, -0.3418, -0.7544], [0.8682, -1.0526, -1.7860], [-2.5224, -0.2518, -1.4463], [-2.3065, -1.8448, 1.5175], [-0.0274, 1.4985, 1.3004], [0.2558, 0.8789, 1.3938], [0.7727, -0.3906, -1.0888], [-0.3013, -0.3781, -0.4996], [-0.2470, 0.9667, 0.7450], [-0.1838, 1.8159, -1.6373], [0.3717, 0.5260, 2.9618], [1.2856, -0.8523, 0.4156], [0.4900, -0.0491, -0.1387], [0.5571, -0.5248, -0.9829]]}

***

(7)
{"formula": "C4H6N2O3", "method": "wB97M-V/def2-TZVPD", "orbital_gap_ev": 9.8, "lumo_ev": 0.4, "spin_multiplicity": 1, "smiles": "O=C1CN1O.CN=C=O", "energy_ev": -13364.2646, "elements": ["C", "C", "N", "N", "C", "C", "O", "O", "O", "H", "H", "H", "H", "H", "H"], "positions_angstrom": [[2.62495, -0.33000, 2.40219], [-2.84210, -0.48111, -3.04739], [1.76096, 0.46584, 1.50794], [-2.07900, -0.11216, -1.92084], [-1.76910, -0.24887, -0.79082], [3.04903, 0.81011, 1.56157], [0.60340, 1.14760, 1.86509], [-1.33549, -0.22673, 0.28994], [3.90558, 1.52335, 1.15487], [-0.13325, 0.67170, 1.43519], [2.59711, -0.14940, 3.47131], [2.72136, -1.36843, 2.11393], [-2.58698, 0.20362, -3.85566], [-2.60655, -1.50222, -3.35387], [-3.90993, -0.40329, -2.83345]], "atomic_forces_ev_per_a": [[-0.0650, -0.4915, 0.1767], [-0.3158, -0.1173, -0.5454], [-0.9788, -0.3227, -0.2542], [0.1201, -0.0157, 0.3454], [0.0587, 0.4956, -1.0266], [0.2979, -0.1095, -0.2921], [0.0777, 0.2801, 0.2294], [0.2276, -0.3212, 1.4002], [0.1971, 0.5664, 0.0671], [0.4720, 0.0051, -0.0757], [0.0034, 0.2061, 0.1029], [0.0350, -0.1048, 0.0481], [-0.1473, -0.1418, -0.0713], [-0.0492, 0.0839, -0.0307], [0.0664, -0.0126, -0.0738]]}

***

(8)
{"formula": "C4H6N2O3", "method": "wB97M-V/def2-TZVPD", "orbital_gap_ev": 8.4, "lumo_ev": 0.1, "spin_multiplicity": 1, "smiles": "C=CN/C(=N/O)C(=O)O", "energy_ev": -13365.6392, "elements": ["C", "C", "C", "C", "H", "H", "H", "H", "H", "H", "N", "N", "O", "O", "O"], "positions_angstrom": [[-0.68331, 0.02316, -0.04421], [1.74311, 0.20921, -0.04885], [3.00136, -0.30960, 0.01746], [-1.74107, -1.10513, 0.02470], [-1.82263, 2.70990, -0.16317], [0.60098, -1.47180, 0.27215], [1.52773, 1.26966, -0.27232], [3.94580, 0.20351, 0.10936], [3.11811, -1.38993, 0.09003], [-2.99784, 0.27098, 0.31343], [-0.77123, 1.29188, -0.04334], [0.59802, -0.49076, -0.04090], [-2.06005, 1.74507, -0.10041], [-3.01959, -0.70044, 0.11138], [-1.43940, -2.25573, -0.22532]], "atomic_forces_ev_per_a": [[1.3964, -0.6206, 0.7267], [2.7189, 1.7573, -0.7645], [-1.4976, -0.4242, 0.3392], [-0.4091, -0.5056, -1.9088], [-1.3153, -1.2265, 0.1303], [0.2344, 0.6331, -0.5784], [0.6149, -0.5143, 0.5113], [-0.3691, 0.6215, -0.3125], [-0.1796, 0.0472, 0.1149], [-0.3454, -0.7226, -0.3367], [0.4008, -1.0000, -0.1862], [-1.7187, -2.9109, 0.6555], [-0.3136, 2.6723, -0.1190], [0.9772, 0.6467, 0.7493], [-0.1942, 1.5465, 0.9789]]}

***

(9)
{"formula": "C4H6N2OS", "method": "wB97M-V/def2-TZVPD", "orbital_gap_ev": 9.5, "lumo_ev": 0.7, "spin_multiplicity": 1, "smiles": "ON1C=N[C@@H]2[C@H](S)[C@@H]21", "energy_ev": -20105.1587, "elements": ["C", "C", "C", "C", "H", "H", "H", "H", "H", "H", "N", "N", "O", "S"], "positions_angstrom": [[1.29858, -0.04493, 0.72523], [0.39945, 1.14665, 0.49368], [-0.82759, 0.44079, -1.17746], [-0.19784, -0.18223, 0.91760], [1.98175, -0.00493, -1.51294], [1.84581, 0.00661, 1.65494], [0.52435, 2.01525, 1.12435], [-1.36163, 0.36247, -2.12261], [-2.07450, -2.12145, -0.22120], [-0.64917, -0.41185, 1.84829], [-0.06876, 1.41842, -0.84186], [-0.91429, -0.60910, -0.26295], [-2.17798, -1.14449, -0.06225], [2.22183, -0.87120, -0.56283]], "atomic_forces_ev_per_a": [[-0.3112, -0.1160, -0.0145], [0.0897, 0.3043, -0.1276], [0.0663, -0.0086, 0.0939], [0.3793, 0.0479, -0.8322], [-0.1921, 0.6608, -0.6627], [0.0744, 0.0259, 0.0276], [0.0263, -0.0142, 0.0383], [0.1358, 0.0081, 0.1973], [-0.0824, 1.3715, 0.1898], [-0.2777, -0.1913, 0.6867], [-0.2742, -0.4633, 0.0290], [0.5651, 0.4459, -0.2723], [-0.2955, -1.4503, -0.1008], [0.0964, -0.6206, 0.7473]]}

***

(10)
{"formula": "C4H6N2OS", "method": "wB97M-V/def2-TZVPD", "orbital_gap_ev": 9.0, "lumo_ev": 0.5, "spin_multiplicity": 1, "energy_ev": -20103.6262, "elements": ["C", "C", "C", "C", "H", "H", "H", "H", "H", "H", "N", "N", "O", "S"], "positions_angstrom": [[2.45424, -0.79975, 0.03482], [0.80136, -0.80895, -0.04359], [-1.24602, -0.90502, -0.08766], [-1.62752, 1.57811, 0.05629], [2.87802, -1.83519, -0.76379], [2.84161, 0.16782, -0.70995], [2.68297, -0.68518, 1.15619], [-1.72238, 1.76493, 1.20609], [-2.56848, 1.12218, -0.19833], [-1.22921, 2.61345, -0.23687], [-0.09547, -1.76813, 0.09823], [-0.86486, 0.43693, -0.32273], [0.47765, 0.42445, -0.12882], [-2.78194, -1.30566, -0.05987]], "atomic_forces_ev_per_a": [[-0.7572, -0.7646, -4.0283], [5.0685, -3.0675, 1.2546], [0.4893, 0.1241, 0.1090], [0.4235, 1.4301, 2.8264], [-1.1987, 3.0632, 3.4397], [-1.2551, -2.6962, 2.7335], [0.3344, -0.5895, -2.0661], [0.4404, -0.9308, -1.4533], [-1.1459, 1.3253, -0.6188], [-0.8656, -1.9327, -0.8011], [0.0819, 4.2598, -1.3199], [-0.1140, -1.7475, 0.1985], [0.4848, 2.4958, -0.4016], [-1.9865, -0.9696, 0.1275]]}

***

Energy relative to the best compared isomer or geometry (same formula, charge and spin) (eV)
3.939; 4.162; 7.330; 7.542; 2.549; 4.714; 4.714; 3.340; 4.183; 5.715